*P*
A single CH3O3P molecule. Source: the Open Molecules 2025 dataset; level of theory: wB97M-V/def2-TZVPD.

Values from the calculation:
- SMILES = COOP=O
- frontier orbital gap (eV) = 10.0
- highest occupied orbital energy (hartree) = -0.3804

Element x y z (Å)
C -0.42 0.52 1.12
O -0.80 -0.51 0.28
O 0.28 -0.95 -0.50
P 0.35 -0.40 -2.07
O 1.52 -1.06 -2.62
H 0.63 0.28 1.47
H -1.15 0.73 1.84
H -0.41 1.38 0.49

***

*Q*
2 unconnected molecules or ions with the total composition CH3O3P. Source: the Open Molecules 2025 dataset; level of theory: wB97M-V/def2-TZVPD.

Values from the calculation:
- SMILES = O=PO.C=O
- frontier orbital gap (eV) = 10.4
- highest occupied orbital energy (hartree) = -0.3731

Element x y z (Å)
O -3.34 -0.69 0.42
P -1.99 -0.21 0.46
O -1.80 0.88 -0.74
H -0.94 1.12 -0.90
C 2.03 -0.29 0.23
O 1.07 0.37 -0.02
H 1.91 -1.27 0.65
H 3.05 0.07 -0.10

***

Which one is most stable, and which one is least stable? *Q* is the most stable of them, while *P* is the least stable.

***

*P*
A single C3H4FNO2 molecule. Source: the Open Molecules 2025 dataset; level of theory: wB97M-V/def2-TZVPD.

Values from the calculation:
- frontier orbital gap (eV) = 10.2
- highest occupied orbital energy (hartree) = -0.3519

Element x y z (Å)
C -1.38 0.09 0.09
C 0.63 -1.07 0.27
C 1.14 0.40 -0.27
N -2.45 0.55 -0.04
O -0.74 -0.86 0.64
O 0.17 1.08 -0.78
F 1.94 1.01 0.78
H 0.56 -1.77 -0.48
H 1.06 -1.16 1.24
H 2.00 0.31 -1.08
H -2.94 1.41 -0.37

***

*Q*
A single C3H4FNO2 molecule. Source: the Open Molecules 2025 dataset; level of theory: wB97M-V/def2-TZVPD.

Values from the calculation:
- SMILES = O=CN(O)/C=C/F
- frontier orbital gap (eV) = 9.8
- highest occupied orbital energy (hartree) = -0.3296

Element x y z (Å)
O -2.33 0.19 1.09
C -1.26 0.51 0.55
N -0.24 -0.45 0.49
O -0.63 -1.67 1.01
C 0.78 -0.35 -0.46
C 1.43 0.75 -0.82
F 2.36 0.53 -1.77
H -0.96 1.46 0.11
H -1.57 -1.51 1.19
H 1.04 -1.22 -1.02
H 1.39 1.75 -0.38

***

Which one is most stable, and which one is least stable? *Q* is the most stable of them, while *P* is the least stable.

***

*P*
2 unconnected molecules or ions with the total composition C5H9NO3. Source: the Open Molecules 2025 dataset; level of theory: wB97M-V/def2-TZVPD.

Values from the calculation:
- SMILES = N#C[C@H](CO)[C@H]1CO1.O
- frontier orbital gap (eV) = 11.1
- highest occupied orbital energy (hartree) = -0.3858

Element x y z (Å)
N -1.41 0.55 1.79
C -0.62 0.39 0.93
C 0.74 0.27 0.35
C 0.91 1.23 -0.85
O 0.82 2.58 -0.48
C 1.11 -1.14 -0.05
C 0.52 -2.35 0.51
O 0.16 -1.89 -0.79
H 1.45 0.59 1.13
H 0.18 0.97 -1.63
H 1.91 1.07 -1.25
H -0.10 2.86 -0.47
H 2.13 -1.21 -0.45
H 1.10 -3.27 0.53
H -0.27 -2.26 1.26
O -3.00 0.81 -0.37
H -3.01 0.73 0.70
H -2.61 0.07 -0.87

***

*Q*
A molecular structure, C5H9NO3. Source: the Open Molecules 2025 dataset; level of theory: wB97M-V/def2-TZVPD.

Values from the calculation:
- frontier orbital gap (eV) = 8.4
- highest occupied orbital energy (hartree) = -0.2893

Element x y z (Å)
C -1.33 -0.13 -0.93
C 0.26 0.81 2.22
C 1.50 -0.84 -1.09
C -1.47 0.18 0.44
C 0.44 -0.97 -0.04
N -0.96 0.90 -1.84
O 0.05 0.70 0.81
O -2.14 -0.20 1.35
O 0.38 -1.82 0.80
H -2.07 -0.83 -1.30
H -0.32 1.57 -1.44
H -0.57 0.55 -2.71
H 0.29 -0.18 2.68
H 1.20 1.35 2.38
H -0.55 1.39 2.67
H 1.45 -1.72 -1.72
H 2.47 -0.81 -0.59
H 1.37 0.05 -1.69

***

*R*
3 unconnected molecules or ions with the total composition C5H9NO3. Source: the Open Molecules 2025 dataset; level of theory: wB97M-V/def2-TZVPD.

Values from the calculation:
- SMILES = CC(=O)C(C)=O.C#N.O
- frontier orbital gap (eV) = 9.5
- highest occupied orbital energy (hartree) = -0.3543

Element x y z (Å)
C 0.27 -1.55 -0.25
C 1.56 -0.84 0.00
O 2.62 -1.40 0.12
C 1.50 0.70 -0.04
C 2.81 1.37 -0.36
O 0.51 1.31 0.28
H -0.22 -1.18 -1.15
H 0.43 -2.62 -0.30
H -0.41 -1.37 0.58
H 3.06 1.15 -1.40
H 2.74 2.44 -0.21
H 3.59 0.93 0.26
C -4.08 -0.51 0.02
N -3.12 -1.02 -0.39
H -5.02 0.00 -0.04
O -2.08 0.54 1.13
H -1.23 0.93 0.89
H -2.93 1.11 0.87

***

*S*
A single C5H9NO3 molecule. Source: the Open Molecules 2025 dataset; level of theory: wB97M-V/def2-TZVPD.

Values from the calculation:
- frontier orbital gap (alpha / beta) (eV) = 7.9 / 7.9
- highest occupied orbital energy (alpha / beta) (hartree) = -0.2890 / -0.2891

Element x y z (Å)
C -2.13 -0.15 -0.20
C 1.06 1.30 1.24
C 0.23 -1.62 -0.42
C -0.67 -0.25 0.10
C 0.25 0.85 0.08
N 1.56 -1.04 -0.56
O -0.22 -1.32 0.93
O 0.15 1.77 -0.90
O -0.16 -2.56 -1.12
H -0.44 1.46 -1.60
H 2.22 -1.19 0.20
H 1.93 -1.10 -1.50
H -2.70 0.00 0.72
H -2.36 0.68 -0.88
H -2.46 -1.07 -0.68
H 0.53 2.12 1.74
H 1.19 0.48 1.95
H 2.04 1.66 0.92

***

Which one is most stable, and which one is least stable? *R* is the most stable of them, while *Q* is the least stable.

***

*P*
6 unconnected molecules or ions with the total composition C12H36O6. Source: the Open Molecules 2025 dataset; level of theory: wB97M-V/def2-TZVPD.

Values from the calculation:
- SMILES = CCO.CCO.CCO.CCO.CCO.CCO
- frontier orbital gap (eV) = 10.0
- highest occupied orbital energy (hartree) = -0.3513

Element x y z (Å)
C -2.79 -3.94 0.44
C -3.05 -5.44 0.20
O -2.61 -6.21 1.33
H -1.72 -3.76 0.41
H -3.15 -3.62 1.43
H -3.40 -3.39 -0.28
H -2.43 -5.74 -0.64
H -4.12 -5.53 0.07
H -3.36 -6.41 1.90
C -0.98 -0.98 -0.38
C 0.44 -0.43 -0.34
O 0.94 0.04 -1.55
H -0.94 -1.91 -0.95
H -1.61 -0.33 -1.00
H -1.49 -1.09 0.57
H 1.12 -1.19 0.06
H 0.56 0.30 0.47
H 0.48 0.86 -1.75
C 1.19 0.87 5.30
C 0.41 0.66 3.99
O -0.41 1.76 3.71
H 0.53 0.90 6.16
H 1.84 1.74 5.40
H 1.86 0.01 5.42
H -0.22 -0.23 4.09
H 1.15 0.55 3.19
H -0.20 2.09 2.82
C -1.05 4.55 -3.46
C -0.81 3.04 -3.26
O 0.20 2.78 -2.24
H -1.00 5.14 -2.55
H -2.06 4.69 -3.85
H -0.35 4.95 -4.19
H -0.53 2.48 -4.16
H -1.69 2.59 -2.81
H 1.04 3.20 -2.46
C 1.65 -3.76 -2.39
C 1.31 -2.72 -3.44
O 2.21 -1.64 -3.33
H 1.03 -4.66 -2.47
H 1.42 -3.35 -1.41
H 2.70 -4.05 -2.35
H 0.30 -2.34 -3.26
H 1.26 -3.09 -4.47
H 1.87 -1.11 -2.59
C 2.04 4.04 2.48
C 1.50 3.75 1.11
O 0.57 2.67 1.18
H 2.66 4.95 2.43
H 2.85 3.37 2.77
H 1.30 4.09 3.28
H 2.34 3.61 0.41
H 0.99 4.62 0.67
H 0.18 2.63 0.29

***

*Q*
6 unconnected molecules or ions with the total composition C12H36O6. Source: the Open Molecules 2025 dataset; level of theory: wB97M-V/def2-TZVPD.

Values from the calculation:
- SMILES = CC(C)O.CC(C)O.CC(C)O.CO.CO.CO
- frontier orbital gap (eV) = 9.6
- highest occupied orbital energy (hartree) = -0.3332

Element x y z (Å)
C -0.79 0.39 1.76
C -0.33 0.37 3.23
C -1.34 1.09 4.03
O -0.18 -0.91 3.68
H -0.97 1.43 1.46
H -1.74 -0.14 1.66
H -0.03 -0.04 1.11
H 0.61 0.92 3.31
H -2.33 0.66 3.88
H -1.41 2.14 3.75
H -1.22 1.12 5.11
H -1.08 -1.25 3.65
C 3.59 1.20 -0.99
C 2.58 1.59 0.08
C 3.20 1.95 1.41
O 1.85 2.66 -0.46
H 4.38 1.94 -1.08
H 3.14 1.20 -1.98
H 4.06 0.24 -0.80
H 1.97 0.70 0.25
H 4.12 2.54 1.38
H 3.62 1.07 1.89
H 2.57 2.40 2.18
H 1.16 2.31 -1.02
C -0.94 -3.36 1.01
C -1.62 -3.62 -0.31
C -2.88 -2.75 -0.48
O -0.70 -3.37 -1.31
H -1.70 -3.48 1.78
H -0.42 -2.41 1.08
H -0.17 -4.12 1.16
H -1.97 -4.64 -0.47
H -3.50 -3.03 -1.33
H -2.54 -1.72 -0.48
H -3.54 -2.82 0.38
H -1.15 -3.13 -2.11
C -0.30 0.46 -2.51
O -0.28 1.78 -1.97
H 0.60 0.36 -3.12
H -0.28 -0.21 -1.66
H -1.14 0.25 -3.17
H -0.87 2.28 -2.56
C -2.94 3.65 -3.00
O -1.75 3.46 -3.85
H -3.82 3.64 -3.63
H -3.09 2.87 -2.26
H -2.89 4.57 -2.41
H -1.74 4.20 -4.46
C 2.71 -2.40 -0.18
O 1.59 -1.86 -0.75
H 2.37 -3.08 0.60
H 3.31 -2.94 -0.92
H 3.34 -1.66 0.30
H 0.88 -2.50 -0.87

***

Which one is most stable, and which one is least stable? *P* is the most stable of them, while *Q* is the least stable.

***

*P*
A molecular structure, CH2N4O3. Source: the Open Molecules 2025 dataset; level of theory: wB97M-V/def2-TZVPD.

Values from the calculation:
- frontier orbital gap (alpha / beta) (eV) = 9.7 / 9.7
- highest occupied orbital energy (alpha / beta) (hartree) = -0.4091 / -0.4092

Element x y z (Å)
C -1.78 -0.93 -0.11
N -2.59 -1.54 0.45
N -0.83 -0.20 -0.64
N 0.22 0.10 0.12
N 1.55 -0.28 -0.07
O 1.68 -1.47 -0.29
O 2.40 0.54 0.04
O 0.15 1.85 0.62
H -0.88 0.03 -1.64
H 0.08 1.90 1.52

***

*Q*
A single CH2N4O3 molecule. Source: the Open Molecules 2025 dataset; level of theory: wB97M-V/def2-TZVPD.

Values from the calculation:
- SMILES = N#CNN(O)[N+](=O)[O-]
- frontier orbital gap (eV) = 10.3
- highest occupied orbital energy (hartree) = -0.3861

Element x y z (Å)
N 2.18 1.72 1.25
C 1.53 1.00 0.56
N 0.84 0.46 -0.45
N 0.07 -0.63 -0.10
O -0.36 -1.26 -1.20
N -1.32 -0.14 0.55
O -1.09 0.69 1.36
O -2.28 -0.80 0.28
H 0.41 1.13 -0.99
H 0.03 -2.17 -1.24

***

Which one is most stable, and which one is least stable? *Q* is the most stable of them, while *P* is the least stable.

***

*P*
2 unconnected molecules or ions with the total composition C3H2Cl3N. Source: the Open Molecules 2025 dataset; level of theory: wB97M-V/def2-TZVPD.

Values from the calculation:
- frontier orbital gap (alpha / beta) (eV) = 9.1 / 6.5
- highest occupied orbital energy (alpha / beta) (hartree) = -0.3422 / -0.3005

Element x y z (Å)
C -0.87 0.63 1.39
C -1.45 -0.16 0.42
C 1.51 0.08 -1.19
N -0.42 1.20 2.29
Cl -1.24 -1.85 0.56
Cl 1.54 -1.59 -0.72
Cl 2.05 1.31 -0.30
H -2.30 0.00 -0.19
H 1.20 0.37 -2.26

***

*Q*
A single C3H2Cl3N molecule. Source: the Open Molecules 2025 dataset; level of theory: wB97M-V/def2-TZVPD.

Values from the calculation:
- SMILES = N#CC(Cl)(Cl)CCl
- frontier orbital gap (eV) = 9.8
- highest occupied orbital energy (hartree) = -0.4120

Element x y z (Å)
N -2.92 0.92 -1.96
C -2.22 0.89 -1.06
C -1.36 0.81 0.08
Cl -1.04 2.89 0.52
Cl -2.15 0.16 1.47
C 0.02 0.25 -0.16
Cl 0.75 0.99 -1.60
H 0.67 0.45 0.69
H -0.05 -0.83 -0.33

***

Which one is most stable, and which one is least stable? *Q* is the most stable of them, while *P* is the least stable.